{"formula": "CH6N2Si", "method": "ωB97M-V/def2-TZVPD", "homo_lumo_gap_ev": 9.2, "smiles": "[H]/N=N/[SiH2]C", "multiplicity": 1, "homo_energy_ev": -8.639, "total_charge": 0, "total_energy_ha": -440.58969, "lumo_ev": 0.543, "elements": ["H", "C", "H", "H", "H", "Si", "H", "H", "N", "N"], "xyz": [[1.7320, -0.9377, 0.8024], [1.7308, -0.5247, -0.1231], [0.0205, 0.8495, 1.4275], [2.5161, 0.1501, -0.2325], [-3.3702, -0.2089, -0.0186], [0.0287, 0.4845, -0.1391], [1.8559, -1.3354, -0.8018], [-0.3888, 1.7812, -0.7434], [-1.6649, 0.3392, -0.0203], [-2.4602, -0.5978, -0.1510]], "atomic_forces_ev_per_a": [[0.1, -1.0, 3.0], [-2.8, 0.6, -2.6], [0.3, -0.1, -1.5], [1.3, 1.3, -0.2], [-1.4, 0.3, 0.4], [2.1, 1.3, 3.1], [0.0, -0.5, -0.9], [1.5, 0.1, -0.8], [-2.5, -1.9, -0.1], [1.5, -0.2, -0.5]], "nbo_charge": [0.2314, -1.0141, -0.1843, 0.2385, 0.2953, 1.1530, 0.2331, -0.1348, -0.5094, -0.3088]}


{"formula": "C35H66ClN9O10", "method": "ωB97M-V/def2-TZVPD", "homo_lumo_gap_ev": 8.8, "smiles": "C[C@H](Cl)Cc1ccc2c(c1)C(=O)NC2=O.CN(C)C=O.CN(C)C=O.CN(C)C=O.CN(C)C=O.CN(C)C=O.CN(C)C=O.CN(C)C=O.CN(C)C=O", "multiplicity": 1, "homo_energy_ev": -8.826, "total_charge": 0, "total_energy_ha": -3078.63907, "lumo_ev": -0.051, "elements": ["C", "C", "O", "N", "O", "C", "C", "C", "H", "C", "H", "O", "H", "H", "N", "O", "H", "H", "C", "C", "H", "H", "H", "O", "C", "H", "H", "H", "H", "H", "H", "H", "H", "C", "H", "N", "O", "H", "C", "N", "C", "H", "H", "C", "C", "C", "C", "H", "H", "H", "H", "H", "C", "C", "H", "C", "H", "H", "H", "C", "C", "H", "N", "H", "H", "H", "H", "H", "O", "H", "O", "H", "H", "H", "H", "C", "Cl", "H", "H", "O", "H", "C", "H", "N", "H", "H", "H", "C", "C", "H", "C", "N", "H", "C", "H", "O", "H", "H", "C", "C", "C", "H", "H", "H", "C", "H", "C", "H", "C", "H", "N", "C", "H", "H", "H", "H", "H", "H", "C", "H", "N"], "xyz": [[2.4138, -0.0788, 0.6363], [-2.3591, -0.7895, -0.0067], [-5.4167, -10.3132, -0.8691], [7.4597, 2.5869, 0.8687], [-11.2334, 2.9259, 0.9196], [10.6967, 7.8204, -0.4104], [3.4267, 8.0352, -2.0511], [-9.0551, 4.4221, 1.6792], [7.7086, 9.2987, 0.3509], [-2.1003, -6.5271, 1.1236], [8.5877, 1.1966, 1.9533], [-0.9926, -6.0628, 0.9277], [7.0246, 4.5631, 0.3318], [4.2171, -1.0389, 1.3239], [-3.4760, -11.4718, -1.0805], [-11.4362, -2.9921, 4.1000], [-1.8741, -6.8273, -1.5517], [-0.8239, -2.0529, -0.8040], [4.1749, 7.1696, 0.1784], [3.7796, -0.7479, 0.3710], [-7.8068, 1.8913, -0.2497], [3.5163, 6.3659, -0.1404], [6.1212, -0.5077, -2.3391], [5.8472, 1.3282, 1.8582], [6.2280, 2.3729, 1.3631], [-4.5179, -8.1471, -0.1221], [5.5705, 3.2561, 1.2772], [1.4651, -1.6294, -0.4772], [5.1775, 6.7734, 0.3452], [-9.9647, 1.7097, -0.1003], [3.8131, 7.5854, 1.1189], [-9.6821, 5.1787, 1.2062], [9.2476, 10.1542, 0.1151], [-4.3518, -7.2463, 0.4675], [-2.2875, -12.8690, -2.0891], [-4.5948, -0.9538, 0.7662], [3.8373, -2.0009, -2.5157], [-3.5949, -6.4569, -1.8213], [-1.0529, -1.0980, -0.3499], [5.8898, -2.2791, -3.4343], [4.5543, -2.4452, -3.3915], [-12.9164, -1.6219, 3.8576], [11.4468, 7.7286, 0.3759], [-11.8168, 0.0893, 2.2964], [-2.6673, 0.4258, 0.6048], [-9.8587, -1.4647, 2.4495], [-2.7368, -6.2716, -1.1803], [1.6648, -0.1449, -1.3836], [-9.4959, 4.1713, 2.6446], [2.3677, 7.9496, -1.8010], [8.1415, 3.7114, -0.7569], [6.3343, -1.9917, -1.4060], [-1.6870, 1.3676, 0.8617], [6.7036, -2.8312, -4.4988], [-2.3543, -11.2604, -2.8302], [8.8803, 7.1599, 1.0216], [-3.6715, -11.3077, 0.9987], [-12.8349, 0.1992, 2.6630], [-4.4245, -7.5042, 1.5221], [-4.1494, 0.4333, 0.8734], [7.8561, 3.8615, 0.2890], [-2.7828, -12.7371, 0.4262], [9.3894, 8.0669, 0.1731], [4.1606, -3.0348, -4.2364], [-4.2232, -10.2091, -2.5108], [4.9398, 10.0153, -1.4606], [10.9605, 8.6435, -1.0692], [-11.2335, 0.9530, 2.6128], [-4.8633, 1.3553, 1.1128], [7.8875, 7.4426, 1.4090], [9.4329, 6.1205, 1.3448], [-9.4601, -0.6969, 1.7905], [8.4786, 9.3041, -1.2463], [-9.2357, -1.5364, 3.3419], [8.0481, 0.6410, 0.3660], [-4.4276, -10.6194, -1.5069], [1.8732, -0.4918, 2.3030], [8.6985, 4.2837, 0.8340], [-5.1313, -6.5204, 0.2282], [-3.9065, -2.4236, -0.9411], [6.0762, -3.3671, -5.2077], [6.5268, -1.5200, -2.3702], [-8.0551, 4.8205, 1.8296], [4.2115, 8.2037, -0.8432], [10.6852, 6.8891, -0.9782], [7.4404, -3.5240, -4.0875], [3.6012, -1.6510, -0.2019], [-11.8907, -1.9637, 3.6370], [-2.3147, -11.7968, -1.8845], [-9.8342, -2.4291, 1.9409], [1.3811, -0.5442, -0.4079], [-8.9842, 3.2384, 0.8407], [-2.4276, -6.8675, 2.1210], [8.6624, 9.2769, -0.1693], [-11.8364, 0.0554, 1.2059], [5.6504, 9.4744, 0.3655], [3.7404, 7.1328, -2.5792], [-4.3180, -1.3471, 1.6684], [-7.6906, 2.7861, 0.3577], [-0.0473, -0.1687, -0.0619], [4.9761, 9.2892, -0.6321], [4.4883, -0.0724, -0.0992], [7.5988, -1.4764, -2.5457], [0.4351, 1.7533, 0.7212], [8.4237, 1.5034, 0.9200], [-2.4931, -5.2087, -1.1969], [-0.3721, 1.0621, 0.5292], [7.2260, -2.0306, -5.0263], [-10.1254, 2.5953, 0.5392], [-7.2293, 3.5679, -0.2495], [-3.0443, -6.6836, 0.1776], [-3.6490, -1.5566, -0.1718], [-1.9507, 2.3015, 1.3396], [-4.5525, -12.6547, 0.2720], [9.3641, 1.8338, 0.4864], [-1.4016, -11.5132, -1.3574], [-7.0373, 2.5555, 1.1974], [2.5284, 0.9993, 0.5291], [-3.6266, -12.0805, 0.2307], [3.5638, 8.8917, -2.7075], [-11.2225, -1.1288, 2.8185]], "atomic_forces_ev_per_a": [[0.6, -0.2, -1.0], [-0.1, 0.3, 0.0], [0.0, 0.0, 0.0], [-0.1, 0.2, -0.1], [0.0, 0.1, 0.0], [-0.1, -0.1, 0.1], [0.0, -0.1, 0.2], [-0.1, -0.1, 0.0], [0.1, 0.0, -0.1], [0.0, 0.0, 0.0], [0.0, -0.1, 0.0], [0.0, 0.0, -0.1], [0.0, 0.0, 0.0], [0.1, 0.1, 0.0], [0.1, 0.0, -0.1], [0.1, 0.0, 0.0], [0.0, 0.0, -0.1], [0.1, 0.0, 0.0], [0.1, 0.1, 0.0], [-0.5, -0.1, 0.8], [0.0, 0.0, 0.0], [0.0, 0.0, 0.0], [0.0, 0.0, 0.1], [0.0, 0.0, 0.0], [0.0, 0.0, 0.0], [-0.1, 0.0, 0.0], [0.0, 0.0, 0.0], [-0.1, 0.0, -0.1], [0.0, 0.0, 0.0], [0.0, 0.0, 0.0], [0.0, -0.1, 0.0], [0.0, 0.0, 0.1], [0.0, 0.0, -0.1], [0.1, 0.1, -0.2], [0.1, 0.0, -0.1], [-0.2, 0.2, -0.3], [0.0, 0.0, -0.1], [0.0, 0.0, 0.0], [-0.3, 0.2, 0.1], [0.1, 0.0, -0.1], [0.0, -0.1, 0.0], [0.0, 0.0, 0.0], [0.0, 0.0, 0.0], [0.3, -0.2, 0.0], [-0.3, -0.3, -0.3], [-0.1, -0.1, 0.1], [0.1, 0.0, 0.1], [0.1, 0.1, 0.0], [0.0, 0.1, 0.0], [0.0, 0.0, -0.1], [0.0, 0.1, 0.0], [0.0, 0.1, 0.0], [0.0, 0.2, 0.0], [0.0, 0.1, 0.2], [0.0, 0.0, 0.0], [-0.1, 0.0, 0.1], [0.0, 0.0, 0.0], [0.0, 0.0, 0.0], [0.1, 0.0, 0.0], [1.1, -0.3, 0.0], [0.2, -0.5, 0.0], [0.0, 0.0, 0.0], [0.0, 0.1, 0.0], [0.0, 0.0, 0.0], [0.0, 0.0, 0.0], [0.0, 0.0, 0.0], [0.0, 0.0, 0.0], [-0.1, 0.1, -0.1], [-0.2, 0.2, 0.2], [0.0, 0.0, 0.0], [0.2, 0.3, 0.0], [0.0, 0.0, 0.0], [0.0, 0.1, 0.0], [0.1, 0.0, 0.0], [0.1, 0.0, 0.0], [0.0, 0.0, -0.1], [-0.1, 0.2, -0.1], [-0.2, 0.0, -0.1], [-0.1, 0.0, 0.0], [-0.1, -0.5, 0.0], [0.0, 0.0, 0.0], [-0.2, 0.0, 0.0], [0.0, 0.0, 0.0], [0.0, 0.0, -0.1], [0.1, 0.0, 0.0], [0.0, 0.0, -0.1], [0.3, 0.0, -0.2], [0.0, 0.0, 0.0], [-0.1, 0.0, 0.2], [0.1, 0.0, 0.0], [-0.1, 0.1, 0.9], [0.1, -0.1, -0.1], [0.0, 0.0, 0.0], [0.3, -0.1, 0.0], [-0.1, 0.1, 0.0], [-0.2, -0.1, 0.0], [-0.1, 0.0, -0.1], [-0.6, -0.2, 0.1], [-0.1, 0.2, 0.2], [0.0, -0.3, -0.4], [0.0, 0.0, 0.0], [-0.1, -0.1, -0.3], [0.0, 0.0, 0.0], [-0.1, 0.2, 0.2], [-0.1, 0.0, 0.1], [0.0, 0.0, -0.1], [-0.2, -0.5, -0.3], [0.0, -0.1, -0.1], [0.0, 0.0, -0.1], [0.1, -0.1, 0.0], [-0.1, -0.1, 0.1], [0.9, 0.6, 0.4], [0.1, 0.1, 0.0], [0.0, 0.0, 0.1], [0.0, 0.0, 0.0], [0.0, 0.0, -0.1], [0.1, 0.0, -0.1], [-0.1, 0.1, 0.6], [-0.1, 0.1, -0.1], [0.0, 0.0, 0.0], [-0.1, 0.1, 0.0]], "lowdin_charge": [-0.6952, -0.0809, 0.0042, -0.1903, -0.0015, -0.0404, -0.0549, -0.0403, 0.0456, -0.3657, 0.0943, 0.0023, 0.0716, 0.0558, -0.1986, 0.0061, 0.0892, 0.1318, -0.0324, -0.1328, 0.0853, 0.0869, 0.0902, 0.0056, -0.3552, 0.0617, 0.1292, 0.1151, 0.0788, 0.1325, 0.0968, 0.0919, 0.0929, -0.0440, 0.0890, 0.1306, 0.0058, 0.0872, 0.0572, -0.1959, -0.3395, 0.1304, 0.0926, -0.0579, -0.0987, -0.0402, -0.0402, 0.1327, 0.0917, 0.0910, 0.0918, 0.0945, 0.0134, -0.0586, 0.0818, -0.3371, 0.0914, 0.0862, 0.0851, -0.3671, -0.0532, 0.0854, -0.1901, 0.1338, 0.1343, 0.1376, 0.0845, 0.0772, 0.1343, 0.1394, -0.0162, 0.0772, 0.0915, 0.0922, 0.0837, -0.3622, 0.6351, 0.0610, 0.0930, 0.1488, 0.0821, -0.0410, 0.0856, -0.1943, 0.0900, 0.0897, 0.0493, -0.3632, -0.0590, 0.0929, -0.1790, -0.1937, 0.1303, -0.0523, 0.0881, -0.0078, 0.0901, 0.1491, -0.0561, -0.2168, -0.3382, 0.0630, 0.0846, 0.1079, -0.0383, 0.0826, -0.0282, 0.0887, -0.3728, 0.0917, -0.1945, -0.3705, 0.1213, 0.0935, 0.0867, 0.0900, 0.0708, 0.0910, -0.0384, 0.0831, -0.1976]}


Which ΔE to the lowest compared entry with this formula, charge and spin belongs to each record? In order, 2.6338; 0.0000 eV.